<w>
One molecule with the formula C3H4O2S, computed with the ωB97M-V functional and the def2-TZVPD basis.

Gap between HOMO and LUMO   9.53 eV
E_HOMO   -9.813 eV
Spin multiplicity   1
LUMO   -0.284 eV
Structure (SMILES)   C[C@@]1(S)OC1=O

Bonds (Å) are listed after each position.
Atoms and positions in Å:
1 H 1.17 -1.30 0.69  C4 1.172
2 S 0.58 0.91 -1.98  C7 2.205, H9 1.356
3 O 0.26 2.33 1.63  C8 1.182
4 C 0.10 -1.18 0.23  H1 1.172, H5 1.051, H6 1.154, C7 1.507
5 H 0.02 -1.66 -0.70  C4 1.051
6 H -0.78 -1.51 0.88  C4 1.154
7 C -0.04 0.31 0.05  S2 2.205, C4 1.507, C8 1.437, O10 1.452
8 C -0.11 1.44 0.94  O3 1.182, C7 1.437, O10 1.343
9 H 0.07 -0.33 -2.17  S2 1.356
10 O -1.27 1.00 0.43  C7 1.452, C8 1.343

<x>
A 2-piece molecular cluster, C3H4O2S overall, computed with the ωB97M-V functional and the def2-TZVPD basis.

Gap between HOMO and LUMO   9.57 eV
E_HOMO   -9.922 eV
Spin multiplicity   1
LUMO   -0.357 eV
Structure (SMILES)   C=S(=O)=O.C#C

Bonds (Å) are listed after each position.
Atoms and positions in Å:
1 S -0.73 0.50 -0.52  C7 1.652, O8 1.433, O10 1.405
2 C 1.40 -1.12 0.43  H3 1.108, C4 1.208
3 H 1.28 -0.97 1.52  C2 1.108
4 C 1.45 -1.45 -0.74  C2 1.208, H5 1.001
5 H 1.55 -1.56 -1.73  C4 1.001
6 H -0.58 2.02 1.33  C7 1.030
7 C -1.15 1.30 0.87  S1 1.652, H6 1.030, H9 1.031
8 O 0.12 1.19 -1.45  S1 1.433
9 H -1.75 0.59 1.32  C7 1.031
10 O -1.59 -0.49 -1.02  S1 1.405

Stability comparison, relative energies in kJ/mol: <w> 0.0; <x> 230.5